Here is the molecule C20H30N2O2 from the OMol25 dataset. Energies are from wB97M-V/def2-TZVPD.

Each line ends with the Mulliken charge.
Element x y z (Å)
C1 -0.024 2.030 -0.471  -1.5007
H1 -0.295 2.096 0.580  0.2781
H2 -0.494 1.144 -0.895  0.2785
H3 -0.424 2.903 -0.980  0.5083
C2 1.500 1.992 -0.652  0.4881
N1 2.154 0.756 -0.195  0.2224
C3 1.877 0.474 1.209  -0.0722
C4 2.714 -0.705 1.712  -1.5568
N2 2.525 -1.913 0.944  0.3231
C5 2.696 -1.620 -0.458  -1.1748
H4 2.470 -2.515 -1.040  0.2855
C6 1.865 -0.437 -1.004  1.6038
C7 2.171 -0.267 -2.502  -1.1228
H5 1.521 0.497 -2.930  0.4480
H6 1.925 -1.209 -2.998  0.5861
C8 3.633 0.069 -2.825  -0.7584
O1 4.124 1.194 -2.149  -0.6311
H7 3.824 1.125 -1.226  0.4934
H8 3.724 0.289 -3.894  0.4670
H9 4.267 -0.806 -2.613  0.2640
H10 0.795 -0.701 -0.919  -0.9153
H11 3.758 -1.383 -0.586  0.3936
C9 1.446 -2.806 1.328  -1.9637
C10 0.032 -2.322 1.107  1.4115
C11 -0.617 -2.553 -0.102  -0.4404
C12 -1.880 -2.049 -0.340  -0.7895
C13 -2.532 -1.304 0.643  0.9867
C14 -1.902 -1.097 1.870  -0.6982
C15 -0.638 -1.606 2.094  -0.5048
H12 -0.161 -1.443 3.051  0.3752
H13 -2.410 -0.536 2.642  0.4592
C16 -3.816 -0.762 0.398  -0.4461
C17 -4.913 -0.325 0.165  -0.2963
C18 -6.204 0.291 -0.060  -0.3043
H14 -6.997 -0.435 0.135  0.2893
H15 -6.274 0.614 -1.103  0.2516
C19 -6.386 1.507 0.863  -0.5435
O2 -5.461 2.529 0.593  -0.4893
H16 -4.574 2.151 0.632  0.3105
H17 -7.373 1.949 0.707  0.3472
H18 -6.307 1.183 1.912  0.2707
H19 -2.372 -2.226 -1.285  0.4601
H20 -0.122 -3.132 -0.869  0.3492
H21 1.590 -3.027 2.391  0.4972
H22 1.599 -3.734 0.767  0.4696
H23 2.484 -0.900 2.761  0.4455
H24 3.776 -0.439 1.635  0.3737
H25 2.136 1.355 1.796  0.4945
H26 0.812 0.248 1.367  0.0315
C20 2.142 3.212 0.013  -1.7248
H27 1.844 4.109 -0.525  0.4673
H28 1.828 3.324 1.048  0.3810
H29 3.225 3.134 -0.024  0.3566
H30 1.718 2.076 -1.718  0.2646

The calculation puts the gap between HOMO and LUMO at 8.69 eV. Its net charge is 0. Its HOMO energy is -8.1 eV. As for the LUMO energy: 0.02188 Ha. The calculated total energy comes out at -1040.011929 Eh.